[1]
The molecule F2HNS at a distorted geometry, computed with ωB97M-V with the def2-TZVPD basis set.

Bonds (Å) are listed after each position.
CARTESIAN COORDINATES (ANGSTROEM)
1 N -1.12 0.02 -0.45  S4 1.723, H5 1.096
2 F 1.36 1.20 -0.15  S4 1.691
3 F 1.38 -0.99 -0.16  S4 1.694
4 S 0.29 0.09 0.54  N1 1.723, F2 1.691, F3 1.694
5 H -1.91 -0.32 0.22  N1 1.096

Properties
Multiplicity   1
HOMO-LUMO gap   10.1509 eV
M   85.08 Da
Charge   0
Energy above the lowest of the compared OMol25 structures with the same formula, charge and spin   28.8 kcal/mol
Maximum force   0.114 Eh/bohr
Highest occupied orbital energy   -10.96 eV
Lowest unoccupied orbital energy   -0.81 eV

In elementary charge units, the natural (NBO) charges are: -0.9141, -0.4736, -0.4994, 1.5123, 0.3748



[2]
A cluster of 2 separate species, F2HNS in total at a distorted geometry, computed with ωB97M-V with the def2-TZVPD basis set.

Bonds (Å) are listed after each position.
CARTESIAN COORDINATES (ANGSTROEM)
1 F 0.57 0.49 -1.05  N2 1.384
2 N 1.12 0.57 0.21  F1 1.384, S3 1.454
3 S 1.36 1.75 1.04  N2 1.454
4 F -1.88 -1.55 -0.22  H5 0.802
5 H -1.17 -1.26 0.02  F4 0.802

Properties
Multiplicity   1
HOMO-LUMO gap   8.1139 eV
SMILES   FN=S.F
M   85.08 Da
Charge   0
Energy above the lowest of the compared OMol25 structures with the same formula, charge and spin   70.5 kcal/mol
Maximum force   0.223 Eh/bohr
Highest occupied orbital energy   -9.81 eV
Lowest unoccupied orbital energy   -1.70 eV

In elementary charge units, the natural (NBO) charges are: -0.2328, -0.2645, 0.4978, -0.5330, 0.5325